No. 1
Entry from OMol25: C41H68As3N4NaO2S2 as an isolated structure in a non-equilibrium geometry (ωB97M-V/def2-TZVPD).

Last column: Löwdin charge in e.
Positions of all 121 atoms, in Å:
Na  -0.241  0.298  -0.225  -0.075
C  5.781  2.972  -0.212  -0.078
C  4.878  3.995  0.485  -0.285
N  4.085  3.425  1.537  -0.158
C  4.677  3.240  2.835  -0.231
C  5.169  1.813  3.095  -0.082
C  2.761  3.093  1.342  -0.794
S  1.958  3.688  -0.002  0.669
N  2.204  2.468  2.360  0.080
C  1.149  1.666  2.354  -0.446
O  0.710  1.024  1.371  -0.113
C  0.563  1.488  3.709  -0.117
C  -0.748  1.032  3.860  -0.025
C  -1.315  0.952  5.117  -0.086
C  -0.583  1.304  6.243  -0.109
C  0.735  1.716  6.103  -0.105
C  1.303  1.809  4.850  -0.033
H  6.212  3.406  -1.113  0.063
H  5.193  2.107  -0.504  0.069
H  6.589  2.640  0.439  0.053
H  4.174  4.399  -0.249  0.026
H  5.489  4.812  0.895  0.109
H  3.916  3.493  3.581  0.102
H  5.510  3.950  2.923  0.110
H  4.338  1.126  2.965  0.052
H  5.544  1.714  4.114  0.064
H  5.963  1.542  2.403  0.056
H  -1.315  0.779  2.973  0.096
H  -2.341  0.630  5.231  0.102
H  -1.043  1.277  7.222  0.088
H  1.306  1.983  6.985  0.090
H  2.321  2.142  4.725  0.091
C  2.863  -2.182  -2.824  -0.303
As  1.697  -1.413  -1.388  1.124
C  1.969  0.405  -2.007  -0.315
C  3.087  -1.280  0.027  -0.359
C  3.196  -2.455  1.002  -0.680
C  3.186  -3.771  0.229  -0.079
C  2.057  -2.394  2.014  -0.346
As  0.192  -1.982  1.439  1.192
C  -0.295  -3.726  0.668  -0.316
C  -0.505  -2.430  3.260  -0.299
C  4.558  -2.317  1.716  -0.374
As  5.236  -3.341  3.304  1.103
C  4.253  -2.471  4.778  -0.357
C  4.273  -5.075  3.431  -0.368
H  3.857  -1.725  -2.790  0.012
H  2.385  -1.934  -3.773  0.013
H  2.975  -3.268  -2.782  0.004
H  2.984  0.543  -2.392  0.034
H  1.797  1.114  -1.201  -0.025
H  1.257  0.616  -2.802  0.005
H  2.836  -0.380  0.599  0.065
H  4.060  -1.104  -0.449  0.074
H  2.252  -3.862  -0.329  0.046
H  3.291  -4.622  0.904  0.062
H  4.013  -3.789  -0.483  0.081
H  2.277  -1.583  2.719  0.069
H  2.027  -3.330  2.586  0.050
H  0.354  -4.533  1.011  0.013
H  -0.255  -3.655  -0.419  0.005
H  -1.325  -3.953  0.942  0.013
H  -0.179  -3.416  3.606  0.014
H  -1.596  -2.416  3.231  0.012
H  -0.178  -1.678  3.980  0.000
H  4.663  -1.278  2.055  0.052
H  5.339  -2.467  0.955  0.054
H  4.421  -1.396  4.753  0.005
H  4.624  -2.848  5.734  0.005
H  3.184  -2.657  4.725  0.008
H  4.600  -5.767  2.656  0.002
H  3.194  -4.961  3.382  0.000
H  4.526  -5.510  4.400  0.004
C  -3.803  2.990  -6.011  -0.052
C  -3.375  3.723  -4.737  -0.556
C  -4.609  4.037  -3.878  -0.048
C  -2.732  5.051  -5.150  -0.080
C  -2.452  2.855  -3.888  -0.184
C  -1.248  3.346  -3.362  -0.031
C  -0.639  2.621  -2.358  -0.152
N  -1.084  1.477  -1.868  0.047
C  -2.116  0.880  -2.502  -0.368
C  -2.841  1.600  -3.481  0.000
C  -2.510  -0.478  -2.040  -0.736
C  -3.830  -0.978  -2.486  -0.090
C  -4.582  -1.827  -1.752  -0.224
C  -4.094  -2.186  -0.462  -0.088
C  -2.931  -1.600  -0.031  -0.242
N  -2.167  -0.736  -0.685  -0.053
C  -5.969  -2.266  -2.223  -0.554
C  -6.411  -3.572  -1.555  -0.080
C  -6.955  -1.157  -1.824  -0.056
C  -6.021  -2.477  -3.741  -0.065
H  -4.549  3.571  -6.556  0.075
H  -4.225  2.018  -5.771  0.072
H  -2.943  2.835  -6.660  0.086
H  -5.270  4.752  -4.373  0.073
H  -4.295  4.457  -2.925  0.090
H  -5.168  3.129  -3.672  0.078
H  -3.425  5.613  -5.779  0.074
H  -1.820  4.880  -5.718  0.081
H  -2.494  5.654  -4.277  0.078
H  -0.824  4.288  -3.674  0.086
H  0.246  3.026  -1.882  0.029
H  -3.751  1.169  -3.868  0.092
H  -4.118  -0.704  -3.487  0.073
H  -4.625  -2.868  0.182  0.063
H  -2.594  -1.796  0.993  0.073
H  -6.558  -3.432  -0.487  0.065
H  -5.662  -4.346  -1.705  0.085
H  -7.355  -3.914  -1.982  0.068
H  -6.939  -1.029  -0.743  0.081
H  -7.977  -1.389  -2.137  0.070
H  -6.654  -0.214  -2.274  0.076
H  -5.217  -3.139  -4.054  0.089
H  -5.914  -1.536  -4.274  0.068
H  -6.976  -2.921  -4.029  0.068
O  -2.731  1.430  1.160  -0.072
H  -2.016  1.995  0.859  0.020
H  -2.652  0.649  0.582  -0.009
S  -1.214  -1.175  -3.291  0.394

The calculation puts the HOMO-LUMO gap at 4.070 eV. The calculation puts the calculated total energy at -9638.6347 Ha. The value obtained for the largest force on an atom is 2.1 eV/Å. For the energy relative to the best compared isomer or geometry (same formula, charge and spin), the calculation gives 45.0 kJ/mol. Its net charge is -2. The calculation puts the LUMO energy at 3.73 eV.

***

No. 2
Entry from OMol25: C41H70Br2ClF2LiMgN12O20P3S4 as an isolated structure in a non-equilibrium geometry (ωB97M-V/def2-TZVPD).

Last column: Löwdin charge in e.
Positions of all 157 atoms, in Å:
C  -0.808  -1.025  -6.079  -0.060
C  -0.063  0.137  -5.134  -0.239
F  -0.343  1.433  -5.814  -0.106
C  -0.803  0.028  -3.637  -0.085
C  0.167  0.438  -2.389  -0.288
C  0.824  1.970  -2.495  -0.318
P  2.705  1.730  -2.632  0.804
O  3.147  0.698  -3.793  -0.515
N  0.259  2.883  -1.489  -0.113
C  0.618  4.310  -1.518  -0.253
N  1.843  4.795  -2.227  -0.026
C  -1.144  2.571  -0.979  -0.312
C  -1.738  3.676  0.093  -0.136
C  -2.375  5.063  -0.384  -0.237
C  -4.010  5.190  -0.046  -0.451
S  -4.230  5.258  1.851  0.793
C  -6.095  5.339  2.248  -0.961
S  -6.650  6.046  3.700  0.630
N  -7.095  4.751  1.252  -0.177
C  -7.407  5.211  -0.173  -0.062
C  -8.559  4.286  -0.883  -0.077
N  -8.891  3.283  0.203  -0.032
C  -8.032  3.569  1.448  -0.083
N  -2.239  2.462  -1.993  0.111
C  -2.152  3.189  -3.117  -0.029
O  -1.948  4.020  -4.178  0.037
C  -1.154  1.048  -0.249  -0.280
C  -0.794  1.009  1.329  -0.201
C  -1.874  1.455  2.468  -0.264
C  -1.991  0.385  3.748  -0.426
S  -3.690  0.670  4.514  0.778
C  -4.838  -0.783  4.226  -0.921
S  -5.127  -1.844  5.561  0.632
N  -5.571  -1.107  2.935  -0.163
C  -6.494  -0.260  2.069  -0.014
C  -6.985  -1.095  0.728  -0.012
N  -6.358  -2.484  0.845  0.042
C  -5.564  -2.431  2.148  -0.029
P  -2.898  0.192  -0.342  0.806
O  -3.045  -0.972  0.774  -0.324
O  -3.235  -0.656  -1.818  -0.201
O  -4.262  1.226  -0.082  -0.199
N  -0.237  0.062  -1.004  -0.149
P  1.295  -0.365  -0.164  0.875
O  1.147  -1.673  0.774  -0.447
H  -1.836  -0.523  -6.407  0.070
H  -0.138  -1.302  -7.027  0.103
H  -0.973  -2.038  -5.504  0.099
H  1.067  -0.166  -5.109  0.139
H  -1.853  0.509  -3.685  0.106
H  -0.994  -1.147  -3.515  0.143
H  1.075  -0.305  -2.639  0.121
H  0.472  2.364  -3.567  0.155
H  3.471  2.924  -2.969  0.030
H  3.346  1.211  -1.422  0.007
H  0.754  4.710  -0.399  0.153
H  -0.248  4.902  -2.092  0.134
H  2.578  4.996  -1.501  0.092
H  1.686  5.741  -2.688  0.111
H  -0.976  3.825  0.976  0.134
H  -2.699  3.139  0.562  0.096
H  -1.887  5.934  0.274  0.131
H  -2.265  5.403  -1.487  0.105
H  -4.645  4.344  -0.546  0.089
H  -4.361  6.255  -0.435  0.095
H  -6.815  6.129  -0.643  0.107
H  -8.968  4.443  -1.968  0.105
H  -8.176  2.873  2.401  0.126
H  -0.739  -0.149  1.640  0.114
H  0.201  1.592  1.639  0.137
H  -1.498  2.469  2.974  0.126
H  -2.964  1.651  2.123  0.069
H  -1.982  -0.732  3.333  0.107
H  -1.097  0.535  4.490  0.101
H  -6.820  0.862  2.275  0.090
H  -7.696  -0.766  -0.155  0.129
H  -4.891  -3.261  2.632  0.134
H  -4.001  -0.258  -2.327  0.070
H  -4.697  1.335  -0.980  0.094
H  -0.746  -0.871  -1.081  0.171
H  1.880  0.764  0.575  0.068
H  2.392  -0.758  -1.047  0.066
C  4.330  -4.529  4.330  -0.042
C  4.240  -3.818  3.133  -0.024
C  3.798  -2.493  3.137  0.030
C  3.452  -1.887  4.353  -0.124
C  3.533  -2.601  5.555  -0.077
C  3.974  -3.926  5.538  -0.059
N  3.011  -0.487  4.367  -0.309
O  2.933  0.105  3.280  0.030
O  2.745  0.024  5.465  -0.057
H  4.680  -5.560  4.323  0.122
H  4.517  -4.295  2.196  0.125
H  3.734  -1.952  2.196  0.121
H  3.263  -2.145  6.505  -0.082
H  4.044  -4.488  6.467  0.113
F  4.632  1.151  2.671  -0.499
C  -0.105  -5.140  0.541  0.040
N  1.119  -5.986  0.528  -0.426
O  1.454  -6.513  1.595  0.036
O  1.708  -6.097  -0.553  0.050
H  -0.518  -5.132  1.552  0.097
H  0.186  -4.133  0.236  0.072
H  -0.816  -5.578  -0.162  0.109
Mg  2.232  -1.577  7.933  1.223
O  -4.501  -3.688  -3.336  -0.389
Cl  -5.568  -3.131  -2.527  0.629
O  -6.847  -3.580  -3.039  -0.352
O  -5.508  -1.683  -2.578  -0.456
O  -5.414  -3.573  -1.154  -0.385
C  3.759  -2.018  -8.600  -0.052
O  2.501  -2.661  -8.798  -0.021
C  2.539  -3.706  -9.663  -0.560
O  3.528  -4.114  -10.253  0.110
O  1.287  -4.220  -9.757  -0.013
C  1.175  -5.335  -10.639  -0.050
H  3.611  -1.199  -7.891  0.090
H  4.486  -2.716  -8.172  0.099
H  4.130  -1.598  -9.540  0.100
H  1.799  -6.166  -10.293  0.099
H  1.442  -5.047  -11.661  0.100
H  0.132  -5.664  -10.637  0.095
N  -2.268  -1.500  8.484  -0.639
O  -3.326  -0.984  8.879  -0.166
O  -1.838  -1.244  7.347  -0.064
O  -1.639  -2.274  9.225  -0.049
Br  -3.648  -2.329  -9.105  0.596
C  -5.213  -1.271  -8.620  -0.692
C  -4.903  -0.326  -7.482  -0.698
Br  -4.849  -1.270  -5.776  0.686
H  -6.017  -1.976  -8.392  0.056
H  -5.470  -0.713  -9.525  0.057
H  -5.697  0.417  -7.370  0.055
H  -3.944  0.188  -7.593  0.038
C  10.719  0.341  5.659  -0.086
C  9.333  0.832  6.072  -0.258
N  8.457  1.170  4.947  -0.146
C  7.236  1.876  5.361  -0.225
C  6.244  1.118  6.237  -0.086
C  8.257  0.124  3.944  -0.228
C  7.672  -1.204  4.414  -0.078
H  11.229  1.077  5.027  0.084
H  11.336  0.180  6.550  0.077
H  10.674  -0.610  5.120  0.066
H  9.489  1.733  6.681  0.122
H  8.880  0.085  6.729  0.097
H  6.712  2.244  4.471  0.116
H  7.539  2.782  5.900  0.114
H  5.668  0.393  5.658  0.039
H  5.524  1.821  6.669  0.076
H  6.728  0.598  7.068  0.065
H  9.220  -0.080  3.464  0.108
H  7.632  0.514  3.128  0.120
H  8.111  -1.550  5.353  0.070
H  7.864  -1.977  3.661  0.079
H  6.588  -1.145  4.536  0.043
Li  -5.268  -0.200  9.637  0.895

The calculation puts the HOMO-LUMO gap at 1.276 eV. The calculation puts the calculated total energy at -12396.6083 Ha. The value obtained for the largest force on an atom is 11.3 eV/Å. Its net charge is +1. The calculation puts the LUMO energy at -7.81 eV.

***

No. 3
Entry from OMol25: C41H70ClGeIrN4O8P2SSi as an isolated structure (ωB97M-V/def2-TZVPD).

Last column: Löwdin spin population.
Positions of all 130 atoms, in Å:
Ir  -0.081  -1.838  -0.079  2.869
C  0.869  1.196  3.348  0.001
C  -0.192  1.180  2.255  0.005
C  0.398  1.740  0.982  0.000
C  -1.430  1.959  2.675  0.002
O  -0.591  -0.187  1.928  0.055
Si  -1.240  -1.383  2.888  0.044
S  -1.092  -3.109  1.698  0.311
O  -2.749  -1.015  3.386  0.008
C  -4.075  -1.070  2.827  0.001
C  -4.914  -0.138  3.686  0.000
C  -4.594  -2.497  2.919  0.004
C  -4.053  -0.597  1.380  0.001
O  -0.350  -1.481  4.258  0.006
C  -0.695  -1.766  5.624  0.000
C  -1.460  -0.592  6.225  0.000
C  -1.520  -3.047  5.679  0.002
C  0.620  -1.954  6.361  0.000
H  1.192  2.228  3.515  0.000
H  1.729  0.600  3.033  0.000
H  0.494  0.789  4.287  0.000
H  0.682  2.785  1.137  0.000
H  -0.320  1.677  0.167  0.000
H  1.286  1.167  0.705  0.000
H  -1.163  2.996  2.900  0.000
H  -1.888  1.516  3.566  0.000
H  -2.167  1.958  1.868  0.000
H  -4.886  -0.458  4.731  0.000
H  -5.954  -0.141  3.348  0.000
H  -4.528  0.883  3.623  0.000
H  -4.623  -2.823  3.962  0.000
H  -3.948  -3.173  2.354  0.005
H  -5.606  -2.558  2.509  0.000
H  -3.612  0.403  1.315  0.000
H  -5.072  -0.553  0.984  0.000
H  -3.470  -1.280  0.758  0.001
H  -2.399  -0.433  5.695  0.000
H  -0.861  0.321  6.158  0.000
H  -1.675  -0.786  7.280  0.000
H  -2.454  -2.926  5.124  0.001
H  -1.762  -3.300  6.715  0.000
H  -0.960  -3.876  5.236  0.001
H  1.222  -1.042  6.302  0.000
H  1.184  -2.777  5.916  0.000
H  0.436  -2.186  7.413  0.000
C  5.437  -2.010  2.788  0.001
N  4.034  -1.610  2.718  0.003
C  3.361  -1.649  4.024  0.000
P  3.164  -2.199  1.435  0.008
O  1.761  -1.743  1.546  0.060
O  3.944  -1.574  0.185  0.000
P  3.305  -0.618  -0.958  0.006
O  1.865  -0.844  -1.217  0.045
N  4.186  -0.947  -2.292  0.002
C  5.614  -0.656  -2.286  0.001
C  3.813  -2.128  -3.082  0.000
N  3.675  0.866  -0.399  0.000
C  4.709  1.191  0.576  0.000
C  3.149  2.010  -1.152  0.000
N  3.421  -3.810  1.286  0.000
C  4.121  -4.405  0.143  0.002
C  2.380  -4.681  1.868  0.001
H  5.968  -1.326  3.451  0.000
H  5.908  -1.959  1.806  0.000
H  5.552  -3.030  3.174  0.000
H  3.760  -0.858  4.660  0.000
H  3.523  -2.610  4.530  0.000
H  2.291  -1.488  3.907  0.000
H  5.831  0.208  -1.660  0.000
H  5.941  -0.429  -3.300  0.000
H  6.197  -1.509  -1.919  0.000
H  2.751  -2.339  -2.973  0.001
H  4.379  -3.012  -2.761  0.000
H  4.035  -1.942  -4.133  0.000
H  5.041  0.304  1.105  0.000
H  4.303  1.887  1.314  0.000
H  5.571  1.670  0.098  0.000
H  2.278  1.721  -1.740  0.000
H  3.905  2.425  -1.825  0.000
H  2.842  2.787  -0.449  0.000
H  4.983  -3.805  -0.141  0.000
H  3.461  -4.523  -0.721  0.003
H  4.483  -5.389  0.446  0.000
H  1.824  -4.158  2.645  0.001
H  2.858  -5.557  2.307  0.000
H  1.665  -4.993  1.107  0.001
O  -2.097  -2.008  -0.985  0.140
C  -2.114  -0.841  -1.469  0.024
O  -1.095  -0.096  -1.346  0.098
C  -3.360  -0.394  -2.204  0.007
C  -3.156  0.057  -3.667  0.002
Ge  -2.225  1.751  -3.966  0.000
C  -0.310  1.677  -4.227  0.000
C  0.371  2.878  -4.443  0.000
C  1.712  2.879  -4.802  0.000
C  2.386  1.674  -4.954  0.000
C  1.722  0.477  -4.723  0.000
C  0.384  0.480  -4.355  0.000
C  -2.887  2.390  -5.696  0.000
C  -3.371  3.679  -5.922  0.000
C  -3.785  4.076  -7.190  0.000
C  -3.716  3.188  -8.254  0.000
C  -3.231  1.901  -8.049  0.000
C  -2.821  1.509  -6.781  0.000
C  -2.694  3.037  -2.593  0.000
C  -3.978  3.581  -2.529  0.000
C  -4.322  4.479  -1.525  0.000
C  -3.383  4.844  -0.570  0.000
C  -2.102  4.307  -0.619  0.000
C  -1.761  3.409  -1.624  0.000
H  -3.769  0.441  -1.625  0.001
H  -4.058  -1.228  -2.163  0.002
H  -4.132  0.204  -4.134  0.000
H  -2.647  -0.734  -4.228  0.000
H  -0.154  3.824  -4.344  0.000
H  2.228  3.818  -4.971  0.000
H  3.428  1.668  -5.252  0.000
H  2.247  -0.461  -4.824  0.000
H  -0.113  -0.463  -4.150  0.000
H  -3.424  4.389  -5.103  0.000
H  -4.158  5.082  -7.346  0.000
H  -4.036  3.498  -9.241  0.000
H  -3.169  1.206  -8.878  0.000
H  -2.439  0.500  -6.640  0.000
H  -4.725  3.299  -3.264  0.000
H  -5.322  4.894  -1.489  0.000
H  -3.649  5.545  0.212  0.000
H  -1.371  4.584  0.132  0.000
H  -0.761  2.987  -1.656  0.000
Cl  0.837  -3.666  -1.295  0.272

As for the multiplicity: 5. The calculation puts the HOMO-LUMO gap (spin up / spin down) at 7.733 / 7.089 eV. The calculation puts the calculated total energy at -6437.4397 Ha. The value obtained for the largest force on an atom is 0.7 eV/Å. For the energy relative to the best compared isomer or geometry (same formula, charge and spin), the calculation gives 0.0 kJ/mol. The calculation puts the LUMO energy (spin up / spin down) at 0.42 / -1.12 eV.